Entry 1:
The following is a DFT calculation (ωB97M-V with the def2-TZVPD basis set) of a molecular structure, C47H41BaN6O5PS3.

```
104
Properties=species:S:1:pos:R:3:lowdin_charge:R:1
Ba 0.47 0.74 0.17 1.8503
O -2.02 -2.17 -0.29 0.0452
N -2.56 0.10 -0.64 -0.0593
C -2.71 0.96 -1.60 -0.0237
C -2.70 2.43 -1.41 -0.2219
C -3.84 3.06 -0.92 -0.0066
C -3.90 4.44 -0.87 -0.0422
C -2.83 5.20 -1.32 -0.0427
C -1.68 4.58 -1.80 -0.0610
C -1.60 3.19 -1.84 -0.3200
P -0.14 2.21 -2.33 0.9082
C -0.59 1.57 -3.97 -0.4018
C -0.39 0.22 -4.27 -0.1056
C -0.66 -0.26 -5.54 -0.0627
C -1.15 0.61 -6.51 -0.0530
C -1.38 1.94 -6.21 -0.0499
C -1.10 2.43 -4.94 -0.0784
C 1.18 3.43 -2.66 -0.3840
C 1.89 3.45 -3.87 -0.0706
C 2.93 4.35 -4.04 -0.0513
C 3.28 5.23 -3.03 -0.0566
C 2.60 5.19 -1.81 -0.0659
C 1.57 4.28 -1.63 -0.1363
H -2.42 -2.58 0.49 0.1173
H -2.99 0.56 -2.56 0.1505
H -4.68 2.46 -0.59 0.1271
H -4.78 4.93 -0.49 0.1189
H -2.88 6.28 -1.31 0.1189
H -0.85 5.18 -2.14 0.1090
H -0.01 -0.45 -3.50 0.0822
H -0.49 -1.30 -5.78 0.1134
H -1.35 0.24 -7.51 0.1163
H -1.77 2.61 -6.97 0.1168
H -1.28 3.47 -4.71 0.1184
H 1.63 2.77 -4.67 0.1071
H 3.47 4.36 -4.98 0.1170
H 4.07 5.94 -3.18 0.1160
H 2.88 5.87 -1.02 0.1135
H 1.05 4.25 -0.68 0.0984
S -7.07 -1.84 -0.81 1.0884
C -7.61 -2.08 -2.41 -0.3797
C -6.58 -2.05 -3.31 -0.1615
C -5.33 -1.84 -2.68 -0.1121
C -5.42 -1.71 -1.32 -0.4734
C -4.35 -1.45 -0.36 -0.1737
C -2.95 -1.34 -0.89 -0.2524
N -2.02 0.44 0.53 -0.1174
C -2.40 -0.15 1.71 -0.1783
C -3.59 -0.85 1.96 -0.1339
C -3.94 -1.14 3.32 -0.0079
C -3.14 -0.85 4.37 -0.0109
C -1.88 -0.24 4.14 -0.1310
C -0.97 0.02 5.17 0.0529
C 0.26 0.61 4.92 -0.1889
C 0.52 0.93 3.57 -0.0899
N -0.30 0.68 2.57 -0.1398
C -1.51 0.11 2.82 -0.1825
C 1.24 0.89 5.96 -0.4873
C 2.43 1.57 5.86 -0.1199
C 3.13 1.65 7.08 -0.1656
C 2.48 1.03 8.10 -0.3853
S 1.00 0.34 7.59 1.0818
C -4.55 -1.26 0.96 0.0073
H -8.66 -2.24 -2.60 0.0804
H -6.72 -2.19 -4.37 0.1137
H -4.41 -1.79 -3.25 0.1065
H -2.89 -1.49 -1.96 0.1415
H -4.90 -1.62 3.49 0.1261
H -3.43 -1.09 5.38 0.1263
H -1.24 -0.27 6.18 0.1137
H 1.47 1.38 3.31 0.1100
H 2.79 2.02 4.95 0.1060
H 4.08 2.15 7.20 0.1124
H 2.78 0.94 9.13 0.0795
H -5.55 -1.44 1.34 0.1018
C 6.74 -1.41 2.21 -0.1073
C 5.55 -2.31 2.51 -0.2953
S 5.23 -3.31 1.05 0.6724
O 6.38 -4.10 0.74 -0.2702
O 4.66 -2.44 0.05 -0.2992
C 3.92 -4.45 1.61 -0.1771
C 2.85 -4.75 0.58 -0.1055
N 2.25 -3.56 -0.02 0.0546
C 1.47 -2.66 0.61 -0.3289
N 1.22 -1.61 -0.16 -0.1689
C 1.86 -1.84 -1.35 -0.0791
C 2.50 -3.03 -1.27 -0.1541
N 3.31 -3.60 -2.32 -0.3231
O 3.46 -2.90 -3.29 0.1252
O 3.75 -4.72 -2.17 0.1158
C 0.93 -2.83 1.99 0.0358
H 6.90 -0.71 3.03 0.0838
H 6.56 -0.84 1.29 0.0795
H 7.64 -2.00 2.07 0.0869
H 4.63 -1.75 2.68 0.0919
H 5.74 -2.99 3.34 0.1110
H 3.51 -4.01 2.53 0.0903
H 4.43 -5.37 1.86 0.1199
H 2.06 -5.33 1.06 0.1376
H 3.26 -5.34 -0.23 0.1192
H 1.85 -1.15 -2.18 0.1135
H 0.69 -3.87 2.19 0.0984
H 0.01 -2.24 2.08 0.0730
H 1.63 -2.49 2.75 0.0923
```

The value obtained for the gap between HOMO and LUMO is 0.2430 Eh. As for the net charge: +2. The LUMO energy is -5.44 eV.

***

Entry 2:
The following is a DFT calculation (ωB97M-V with the def2-TZVPD basis set) of a molecular structure, C47H41BrCl2LuN4O4PS.

```
102
Properties=species:S:1:pos:R:3:lowdin_charge:R:1
Lu 0.82 -1.25 -0.19 1.5980
C -2.49 4.03 4.87 -0.0440
C -1.07 4.00 4.27 -0.2517
C -0.21 4.98 4.82 -0.0300
C 1.20 4.73 4.70 -0.0931
C 1.69 3.67 4.00 -0.1109
C 0.80 2.87 3.26 -0.0965
C -0.61 3.00 3.42 -0.3682
P -1.46 2.05 2.17 1.0933
C -3.13 2.78 2.09 -0.3175
C -4.19 2.30 2.87 -0.1206
C -5.43 2.92 2.87 -0.1061
C -5.73 3.99 1.99 -0.0556
C -4.65 4.46 1.16 -0.0394
C -3.43 3.75 1.08 -0.2686
C -2.50 4.14 -0.06 -0.0762
C -1.67 0.44 3.06 -0.3213
C -1.84 0.35 4.45 -0.0928
C -2.21 -0.89 5.04 -0.1175
C -2.41 -2.00 4.26 -0.1234
C -2.22 -1.94 2.90 -0.0942
C -1.79 -0.76 2.27 -0.3784
C -1.71 -0.76 0.84 -0.2320
H -2.44 4.65 5.77 0.0734
H -2.95 3.07 5.03 0.0540
H -3.19 4.50 4.15 0.0797
H -0.65 5.76 5.44 0.1008
H 1.82 5.52 5.13 0.1011
H 2.74 3.45 4.01 0.0895
H 1.17 2.12 2.51 0.0978
H -4.12 1.40 3.50 0.1128
H -6.23 2.53 3.52 0.1086
H -6.69 4.46 1.97 0.0819
H -4.70 5.33 0.52 0.0932
H -2.94 4.77 -0.86 0.0810
H -2.19 3.22 -0.51 0.0299
H -1.56 4.65 0.30 0.0942
H -1.67 1.23 5.10 0.1017
H -2.48 -0.93 6.07 0.0778
H -2.71 -2.93 4.77 0.1048
H -2.29 -2.82 2.25 0.1104
H -2.13 0.12 0.31 0.0080
H -2.22 -1.54 0.29 0.0136
Cl 5.73 -0.50 -1.25 0.7559
C 5.17 -0.79 0.31 -0.6320
C 6.09 -0.68 1.31 -0.1431
C 5.67 -0.91 2.63 -0.6728
Cl 6.82 -0.82 3.83 0.7582
C 4.33 -1.28 2.90 -0.1593
C 3.83 -1.71 4.15 -0.0143
C 2.51 -2.04 4.36 -0.0391
C 1.64 -1.97 3.28 -0.0986
N 2.02 -1.60 2.06 0.0402
C 3.36 -1.37 1.84 -0.1536
C 3.79 -1.11 0.51 -0.3447
O 2.91 -1.11 -0.50 -0.3159
H 7.13 -0.51 1.02 0.1114
H 4.50 -1.83 4.98 0.0948
H 2.16 -2.43 5.35 0.1263
H 0.57 -2.30 3.36 0.1266
C -0.57 0.72 -6.69 -0.1089
C -1.06 -0.20 -5.58 -0.2220
C -0.87 0.26 -4.11 -0.1779
N 0.52 0.68 -3.97 0.0266
C 1.18 0.97 -2.87 -0.7860
S 0.33 1.20 -1.40 0.6366
N 2.49 1.29 -3.00 0.1215
C 3.45 1.04 -4.04 -0.3628
O 4.30 1.88 -4.21 0.1087
C 3.37 -0.31 -4.74 -0.1487
C 2.65 -1.43 -4.29 -0.0155
C 2.33 -2.47 -5.20 -0.0650
C 2.82 -2.38 -6.49 -0.1161
C 3.66 -1.39 -6.89 -0.0820
C 3.96 -0.34 -6.00 -0.0142
H -1.19 0.57 -7.61 0.0882
H 0.50 0.54 -6.90 0.0614
H -0.61 1.83 -6.47 0.0908
H -0.60 -1.19 -5.68 0.1018
H -2.13 -0.36 -5.71 0.1037
H -1.04 -0.66 -3.56 0.1060
H -1.50 1.04 -3.79 0.0999
H 0.97 0.84 -4.86 0.1282
H 2.76 2.03 -2.38 0.1356
H 2.23 -1.51 -3.28 0.0974
H 1.72 -3.35 -4.87 0.1239
H 2.65 -3.26 -7.18 0.1265
H 4.09 -1.43 -7.92 0.1238
H 4.72 0.40 -6.30 0.1295
Br -4.26 -5.71 -3.51 0.7414
C -2.69 -5.88 -2.46 -0.6367
C -2.45 -6.97 -1.58 -0.1575
N -1.48 -6.90 -0.70 0.0737
C -0.80 -5.78 -0.53 -0.0462
C -0.92 -4.64 -1.38 -0.1075
C -1.97 -4.68 -2.30 -0.0500
C -0.17 -3.47 -1.01 -0.5803
O 0.35 -3.39 0.18 -0.1349
O -0.13 -2.46 -1.82 -0.1493
H -3.07 -7.83 -1.69 0.1008
H -0.16 -5.84 0.32 0.1182
H -1.92 -3.91 -3.05 0.1097
```

The relative energy (zero: lowest compared OMol25 entry of this formula, charge and spin) is 35.1 kcal per mole. The value obtained for the gap between HOMO and LUMO is 0.2121 Eh. As for the net charge: 0. The LUMO energy is -0.64 eV.

***

Entry 3:
The following is a DFT calculation (ωB97M-V with the def2-TZVPD basis set) of a molecular structure, C47H41ClHgO4P2S.

```
97
Properties=species:S:1:pos:R:3:lowdin_charge:R:1
Hg 1.38 0.28 -1.09 0.6875
O 2.16 2.09 1.75 -0.4950
S 0.70 1.77 1.51 0.8341
C -0.21 3.36 1.02 -0.2802
C -0.34 4.50 1.84 -0.0589
C -1.03 5.65 1.36 -0.0799
C -1.48 5.69 0.05 -0.0893
C -1.14 4.66 -0.82 -0.0985
C -0.45 3.54 -0.34 -0.3870
P -0.22 2.22 -1.55 0.8758
C 0.65 3.01 -2.96 -0.3451
C 0.57 2.42 -4.26 -0.1140
C 1.26 2.98 -5.34 -0.0783
C 2.13 4.09 -5.13 -0.0869
C 2.27 4.59 -3.83 -0.1057
C 1.57 4.09 -2.74 -0.0742
C -1.91 1.58 -1.89 -0.3387
C -2.63 0.92 -0.85 -0.0880
C -3.81 0.27 -1.13 -0.0994
C -4.33 0.33 -2.42 -0.1097
C -3.59 0.93 -3.47 -0.0952
C -2.44 1.66 -3.18 -0.1040
C -0.05 1.49 3.07 -0.3999
C 0.29 2.25 4.15 -0.0958
C -0.46 2.16 5.30 -0.0749
C -1.41 1.17 5.35 -0.1010
C -1.65 0.21 4.38 -0.1153
C -0.84 0.31 3.25 -0.3603
P -0.59 -1.11 2.15 1.0815
C 0.60 -2.08 3.21 -0.3449
C 0.24 -2.42 4.50 -0.0914
C 1.21 -3.06 5.30 -0.0915
C 2.51 -3.21 4.86 -0.1066
C 2.86 -2.86 3.56 -0.0809
C 1.90 -2.36 2.70 -0.0674
C -2.15 -2.09 2.27 -0.3653
C -2.08 -3.48 2.21 -0.0819
C -3.29 -4.20 2.25 -0.1029
C -4.50 -3.60 2.51 -0.1087
C -4.52 -2.20 2.60 -0.1038
C -3.38 -1.45 2.47 -0.1427
H 0.04 4.48 2.83 0.0837
H -1.29 6.48 2.08 0.1219
H -2.12 6.52 -0.35 0.1157
H -1.35 4.69 -1.89 0.1118
H -0.09 1.55 -4.28 0.0799
H 1.05 2.56 -6.33 0.0969
H 2.64 4.54 -5.98 0.0939
H 2.94 5.41 -3.63 0.0948
H 1.71 4.49 -1.73 0.1097
H -2.22 0.96 0.14 0.0788
H -4.38 -0.30 -0.34 0.1111
H -5.36 -0.04 -2.60 0.1019
H -4.00 0.80 -4.49 0.1034
H -1.90 2.19 -3.99 0.0957
H 1.17 2.91 4.08 0.1253
H -0.27 2.84 6.14 0.1158
H -2.06 1.04 6.26 0.1200
H -2.37 -0.58 4.67 0.1198
H -0.69 -2.13 4.99 0.0975
H 1.07 -3.43 6.30 0.0927
H 3.19 -3.74 5.51 0.0964
H 3.90 -2.91 3.24 0.1083
H 2.17 -1.96 1.73 0.0771
H -1.15 -4.03 2.25 0.1010
H -3.34 -5.31 2.20 0.1119
H -5.39 -4.22 2.40 0.1003
H -5.48 -1.67 2.73 0.1072
H -3.48 -0.37 2.50 0.0987
C 5.74 -0.07 1.06 -0.0588
C 4.62 -0.44 0.19 -0.5317
C 4.65 -1.81 -0.50 -0.0231
O 3.37 -0.34 0.91 -0.1643
C 4.53 0.66 -1.01 -0.6547
O 5.44 1.45 -1.17 0.0011
O 3.49 0.58 -1.75 -0.2812
H 5.64 -0.53 2.03 0.0716
H 5.83 1.04 1.11 0.0940
H 6.71 -0.38 0.63 0.0927
H 4.56 -2.59 0.22 0.0562
H 5.60 -1.96 -1.09 0.1034
H 3.85 -1.87 -1.24 0.0643
H 3.23 0.59 1.19 0.0345
Cl -1.89 -4.16 -7.50 0.6183
C -1.45 -3.84 -5.86 -0.6939
C -0.28 -4.40 -5.32 -0.1293
C 0.05 -4.22 -4.01 -0.0494
C -0.81 -3.46 -3.17 -0.2922
C -0.49 -3.18 -1.84 0.0551
C -1.89 -2.72 -3.82 -0.0376
C -2.26 -2.98 -5.10 -0.1398
H 0.35 -4.98 -6.01 0.1045
H 0.85 -4.74 -3.55 0.1010
H 0.38 -3.59 -1.36 0.0484
H -1.05 -2.49 -1.25 0.0164
H -2.30 -1.87 -3.31 0.0885
H -3.21 -2.58 -5.55 0.1191
```

As for the multiplicity: 2. The value obtained for the gap between HOMO and LUMO (alpha / beta) is 0.1481 / 0.1400 Eh. As for the expectation value of S²: 0.7972. As for the net charge: -1. The LUMO energy (alpha / beta) is 1.94 / 1.81 eV.

***

Entry 4:
The following is a DFT calculation (ωB97M-V with the def2-TZVPD basis set) of a molecular structure, C47H42GeN5O5PRbS2.

```
104
Properties=species:S:1:pos:R:3:lowdin_charge:R:1
Rb 1.75 -0.55 0.25 0.4220
O 4.74 4.86 5.63 -0.0576
C 5.02 4.87 4.42 -0.7035
O 5.76 5.63 3.78 -0.0528
C 4.32 3.76 3.58 -0.0894
C 3.47 2.84 4.18 0.0439
C 2.88 1.86 3.41 -0.2042
N 3.08 1.76 2.09 0.1422
C 3.91 2.62 1.52 -0.1985
C 4.55 3.64 2.22 0.0480
C 4.17 2.40 0.06 -0.2148
C 4.60 3.43 -0.77 -0.0165
C 4.84 3.15 -2.11 -0.0717
C 4.63 1.86 -2.58 -0.0696
C 4.18 0.91 -1.68 -0.1530
N 3.96 1.17 -0.40 0.0335
C 2.01 0.80 4.01 -0.2029
C 1.44 0.93 5.27 -0.0113
C 0.69 -0.11 5.79 -0.0713
C 0.53 -1.27 5.03 -0.0713
C 1.13 -1.30 3.78 -0.1534
N 1.84 -0.30 3.28 0.0679
H 3.33 2.92 5.25 0.1074
H 5.24 4.33 1.76 0.1112
H 4.73 4.43 -0.39 0.1106
H 5.16 3.94 -2.78 0.1036
H 4.78 1.61 -3.62 0.1014
H 3.98 -0.11 -2.01 0.0904
H 1.57 1.84 5.83 0.1079
H 0.24 -0.02 6.76 0.1017
H -0.04 -2.11 5.40 0.0972
H 1.02 -2.18 3.15 0.0915
S 3.28 -3.58 -0.41 0.5826
C 2.13 -4.38 -1.34 -0.7706
C 1.85 -5.75 -1.04 -0.0926
C 0.91 -6.48 -1.72 -0.2086
C 0.67 -7.84 -1.33 -0.1937
N 0.49 -8.93 -1.00 0.1426
C 0.18 -5.88 -2.79 -0.1985
C 0.43 -4.58 -3.12 -0.0897
C 1.39 -3.77 -2.44 -0.7576
S 1.56 -2.17 -2.92 0.6357
C -0.80 -6.63 -3.51 -0.1889
N -1.59 -7.22 -4.10 0.1433
H 2.40 -6.20 -0.23 0.1061
H -0.12 -4.13 -3.94 0.1073
C 1.03 2.98 -2.52 -0.2979
Ge -0.03 1.51 -1.63 0.8248
C -1.26 1.06 -3.18 -0.3732
C -2.63 0.89 -3.01 -0.1510
C -3.46 0.47 -4.05 -0.1242
C -2.91 0.19 -5.30 -0.1263
C -1.55 0.35 -5.49 -0.1123
C -0.74 0.78 -4.44 -0.1343
C -1.29 2.66 -0.50 -0.2711
C -1.28 2.35 0.84 -0.1516
C -2.02 3.07 1.81 -0.0918
C -2.78 4.13 1.43 -0.0604
C -2.84 4.51 0.07 -0.1784
C -3.62 5.62 -0.35 -0.0613
C -3.67 5.99 -1.66 -0.1095
C -2.93 5.27 -2.62 -0.0900
C -2.16 4.20 -2.24 -0.0436
C -2.09 3.78 -0.89 -0.1676
H 0.42 3.72 -3.04 -0.0114
H 1.73 2.55 -3.24 -0.0144
H 1.62 3.50 -1.76 -0.0039
H -3.08 1.11 -2.05 0.0971
H -4.52 0.36 -3.89 0.0912
H -3.55 -0.14 -6.11 0.0845
H -1.11 0.13 -6.46 0.0896
H 0.32 0.88 -4.62 0.0883
H -0.68 1.51 1.18 0.0576
H -1.96 2.78 2.85 0.0948
H -3.35 4.71 2.16 0.0997
H -4.18 6.17 0.40 0.0994
H -4.28 6.83 -1.97 0.0885
H -2.97 5.56 -3.67 0.0938
H -1.60 3.65 -2.98 0.0795
C -3.58 -1.45 3.24 -0.0722
C -2.51 -1.13 2.23 -0.3099
O -2.33 -2.28 1.38 -0.2971
P -0.89 -2.37 0.60 0.7915
O -0.16 -3.58 1.38 -0.3294
C -0.77 -4.86 1.59 -0.2732
C -0.82 -5.14 3.08 -0.0683
O -1.37 -3.18 -0.71 -0.3039
C -1.97 -2.39 -1.75 -0.2870
C -3.45 -2.69 -1.84 -0.0577
H -3.82 -0.56 3.82 0.0741
H -3.26 -2.24 3.92 0.0665
H -4.49 -1.79 2.74 0.0746
H -1.57 -0.89 2.73 0.0907
H -2.78 -0.27 1.62 0.1113
H -0.16 -5.60 1.06 0.1089
H -1.77 -4.87 1.15 0.1128
H 0.18 -5.16 3.50 0.0775
H -1.29 -6.11 3.26 0.0746
H -1.40 -4.37 3.58 0.0647
H -1.44 -2.63 -2.68 0.0921
H -1.78 -1.33 -1.56 0.0787
H -3.61 -3.75 -2.05 0.0775
H -3.88 -2.10 -2.65 0.0625
H -3.95 -2.44 -0.91 0.0700
```

As for the multiplicity: 2. The relative energy (zero: lowest compared OMol25 entry of this formula, charge and spin) is 6.4 kcal per mole. The value obtained for the gap between HOMO and LUMO (alpha / beta) is 0.2048 / 0.1561 Eh. As for the expectation value of S²: 0.7908. As for the net charge: -2. The LUMO energy (alpha / beta) is 3.27 / 1.98 eV.

***

Q: The lowest net charge belongs to which entry?
A: C47H42GeN5O5PRbS2

***

Q: Which of these has the highest net charge?
A: C47H41BaN6O5PS3

***

Q: Which value of net charge does entry 1 give?
A: +2